# C4H13NOS2

A cluster of 2 separate species, C4H13NOS2 in total in a non-equilibrium geometry (wB97M-V/def2-TZVPD, the Open Molecules 2025 dataset).

Computed properties:
charge: 0
F_max: 1.441 eV/Å
2S+1: 1
E_LUMO: 0.026 Ha
energy relative to the best compared isomer or geometry (same formula, charge and spin): 19.6 kJ/mol
Kohn-Sham gap: 9.48 eV

Last columns: bonded neighbours and bond lengths (Å).
Positions of all 21 atoms, in Å:
1 C 1.94 -1.42 0.47  S2 1.825, H8 1.089, H9 1.086, H10 1.080
2 S 1.99 0.39 0.71  C1 1.825, S3 2.070
3 S 0.55 1.12 -0.59  S2 2.070, C4 1.810
4 C -0.89 1.54 0.43  S3 1.810, C5 1.538, H11 1.079, H12 1.079
5 C -1.90 0.41 0.66  C4 1.538, C6 1.528, N7 1.443, H13 1.096
6 C -1.36 -0.68 1.58  C5 1.528, H14 1.097, H15 1.088, H16 1.083
7 N -2.43 -0.06 -0.59  C5 1.443, H17 1.011, H18 1.012
8 H 1.42 -1.94 1.26  C1 1.089
9 H 2.96 -1.80 0.43  C1 1.086
10 H 1.43 -1.58 -0.47  C1 1.080
11 H -1.40 2.17 -0.29  C4 1.079
12 H -0.67 2.07 1.34  C4 1.079
13 H -2.70 0.92 1.22  C5 1.096
14 H -0.51 -1.17 1.09  C6 1.097
15 H -0.91 -0.29 2.49  C6 1.088
16 H -2.08 -1.46 1.81  C6 1.083
17 H -3.31 -0.55 -0.44  N7 1.011
18 H -1.78 -0.69 -1.06  N7 1.012
19 O -0.25 -1.59 -2.47  H20 0.972, H21 0.970
20 H -0.45 -1.54 -3.42  O19 0.972
21 H 0.20 -0.75 -2.29  O19 0.970

These are the Mulliken partial charges, in e, on atoms 1 to 4:
1 C -0.6020
2 S -0.0846
3 S -0.1396
4 C -0.8765